{
  "formula": "C12H27ClIIrN2OP2S",
  "method": "the ωB97M-V functional and the def2-TZVPD basis",
  "lumo_ev": [-8.7, -13.1],
  "charge": 3,
  "energy_ha": -2600.20622,
  "spin_multiplicity": 6,
  "species": ["C", "C", "H", "H", "H", "O", "I", "Ir", "P", "C", "C", "H", "H", "H", "H", "H", "H", "C", "H", "H", "H", "P", "C", "C", "H", "H", "H", "C", "H", "H", "H", "H", "H", "H", "Cl", "C", "N", "C", "C", "N", "C", "S", "H", "H", "H", "H", "H", "H"],
  "xyz": [[0.0237, 0.5730, -6.0311], [0.0259, 1.0243, -4.6050], [0.0279, 1.4485, -6.6955], [-0.8783, -0.0308, -6.2117], [0.9198, -0.0395, -6.2116], [0.0328, 2.1243, -4.1289], [0.0142, -0.8005, -3.2708], [0.0069, -0.4455, -0.7378], [2.2774, 0.0139, -0.4943], [2.7876, 1.2919, 0.7027], [3.0333, -1.5183, 0.1524], [4.0921, -1.5283, -0.1387], [4.3523, 0.2999, -1.6857], [2.5213, -2.3841, -0.2809], [3.0571, -0.2997, -2.7706], [2.4665, 1.0373, 1.7191], [2.9515, -1.5509, 1.2449], [3.2893, 0.3924, -1.9552], [3.8834, 1.3827, 0.6865], [3.0895, 1.4205, -2.2818], [2.3478, 2.2531, 0.4091], [-2.2554, 0.0527, -0.5087], [-2.7564, 1.3461, 0.6758], [-3.2543, 0.4357, -1.9775], [-2.5282, -2.3413, -0.2815], [-4.0911, -1.4660, -0.1605], [-2.9638, -1.4924, 1.2348], [-3.0352, -1.4667, 0.1410], [-3.0252, -0.2632, -2.7882], [-4.3196, 0.3571, -1.7129], [-3.8515, 1.4446, 0.6589], [-2.3089, 2.3005, 0.3716], [-3.0395, 1.4598, -2.3074], [-2.4361, 1.1005, 1.6946], [-0.0053, -2.8355, -1.1351], [-0.0709, -1.9927, 4.3831], [-0.0446, -0.6135, 3.9239], [-0.0390, 0.5272, 4.7181], [-0.0103, 1.5992, 3.8915], [-0.0008, 1.0973, 2.6032], [-0.0185, -0.2587, 2.6205], [-0.0027, -1.4098, 1.3641], [-0.9585, -2.5141, 4.0064], [0.8170, -2.5370, 4.0411], [-0.0924, -1.9996, 5.4755], [-0.0563, 0.4888, 5.7957], [0.0034, 2.6580, 4.0973], [0.0215, 1.6586, 1.7599]]
}